{"formula": "C2H10AgF6NO9S2", "method": "ωB97M-V with the def2-TZVPD basis set", "elements": ["Ag", "C", "F", "F", "F", "S", "O", "O", "N", "S", "O", "O", "C", "F", "F", "F", "O", "H", "H", "O", "H", "H", "O", "H", "H", "O", "H", "H", "O", "H", "H"], "positions_angstrom": [[-1.596296, 0.797368, -1.516084], [1.817228, -2.222064, 3.681319], [0.830922, -2.971198, 4.239314], [2.822220, -2.256703, 4.590806], [2.224785, -2.787239, 2.580032], [1.189416, -0.371448, 3.377973], [-0.257079, -0.554401, 3.576446], [1.900579, 0.474437, 4.327844], [1.778453, -0.070039, 1.688544], [3.309483, 0.275534, 2.027766], [3.490636, 1.727479, 2.101894], [3.926850, -0.443122, 3.121483], [4.156121, -0.277408, 0.466617], [5.458055, -0.423841, 0.852111], [3.747326, -1.480622, 0.018602], [3.947231, 0.703557, -0.483532], [-3.732297, -2.551722, -0.233552], [-4.065133, -2.668830, 0.656252], [-4.011871, -3.339471, -0.699970], [-0.071681, 4.566860, -2.833743], [0.262845, 4.528293, -3.729752], [0.158151, 5.444784, -2.529350], [-4.730486, 2.857674, 0.333435], [-5.276647, 3.521792, -0.087138], [-4.674672, 3.136494, 1.247424], [-4.544534, 0.665137, -4.810099], [-4.954562, -0.159817, -5.069999], [-4.814571, 1.289863, -5.483179], [0.329514, -2.208566, -3.641906], [0.624836, -3.040351, -3.271560], [0.755178, -2.162428, -4.497997]], "atomic_forces_ev_per_a": [[-0.21, -0.04, -0.08], [0.49, -1.03, 2.35], [0.51, 1.37, -1.07], [-1.10, 0.67, -1.07], [-0.03, -0.04, -0.82], [-2.16, -0.97, 4.02], [2.62, 0.82, -1.88], [-1.43, -0.74, -1.89], [-0.95, -0.31, 1.91], [3.58, 1.69, 0.89], [-1.03, -1.58, -0.55], [-0.55, -0.03, -1.95], [0.95, -0.14, -0.46], [-1.66, 0.80, -1.17], [0.00, 1.43, 0.27], [0.75, -1.95, 1.40], [0.25, 0.33, -0.14], [-0.09, 0.00, 0.27], [-0.07, -0.20, -0.17], [-0.17, -0.39, 0.14], [0.09, 0.01, -0.26], [0.04, 0.25, 0.15], [0.32, -0.28, -0.18], [-0.18, 0.16, -0.16], [0.00, 0.04, 0.28], [0.27, 0.04, 0.30], [-0.12, -0.24, -0.05], [-0.06, 0.21, -0.17], [-0.21, 0.33, 0.23], [0.05, -0.25, 0.13], [0.09, 0.04, -0.27]], "lowdin_charge": [0.97, -0.60, 0.14, 0.13, 0.17, 0.78, -0.28, -0.27, -0.11, 0.61, -0.16, -0.22, -0.57, 0.13, 0.14, 0.11, -0.06, 0.03, 0.03, -0.06, 0.03, 0.04, -0.06, 0.03, 0.03, -0.06, 0.03, 0.03, -0.06, 0.03, 0.04], "gap_ev": [8.05, 6.86], "de_lowest_kcal_mol": 100.4, "e_homo_ev": [-14.30, -14.30], "multiplicity": 2, "lumo_energy_ev": [-6.25, -7.44], "total_charge": 1}

=====

{"formula": "C13H38N3O4S", "method": "ωB97M-V with the def2-TZVPD basis set", "elements": ["N", "C", "N", "N", "S", "H", "H", "H", "H", "H", "H", "C", "C", "C", "O", "H", "H", "H", "H", "H", "H", "H", "H", "C", "C", "C", "O", "H", "H", "H", "H", "H", "H", "H", "H", "C", "C", "C", "O", "H", "H", "H", "H", "H", "H", "H", "H", "C", "C", "C", "O", "H", "H", "H", "H", "H", "H", "H", "H"], "positions_angstrom": [[-0.724090, 0.733519, -4.754902], [-1.372583, -0.426419, -3.986861], [-2.732066, -0.312273, -3.733378], [-0.502285, -1.607431, -3.619184], [-0.453587, -1.912661, -1.900612], [-0.276396, 0.250027, -5.588909], [-1.463054, 1.353164, -5.187210], [-3.150304, -0.406407, -2.761287], [-3.340335, -0.196228, -4.598767], [-0.879838, -2.464580, -4.121712], [0.533386, -2.932852, -1.751902], [-1.546144, -3.342177, 3.485286], [-0.371933, -3.176751, 2.533760], [0.470244, -1.964546, 2.898152], [-0.859914, -3.029832, 1.202672], [-2.208868, -2.470415, 3.445289], [-2.150256, -4.211197, 3.203509], [-1.203229, -3.473382, 4.516333], [0.250468, -4.077872, 2.556996], [-0.120996, -1.043931, 2.837341], [1.304448, -1.850833, 2.197571], [0.873603, -2.054423, 3.911602], [-1.413781, -2.232121, 1.172525], [-1.982283, -1.217318, 7.323020], [-0.808070, -1.051892, 6.371494], [0.034105, 0.160313, 6.735886], [-1.296051, -0.904972, 5.040406], [-2.645006, -0.345555, 7.283023], [-2.586394, -2.086337, 7.041244], [-1.639368, -1.348522, 8.354067], [-0.185670, -1.953013, 6.394730], [-0.557135, 1.080928, 6.675075], [0.868309, 0.274027, 6.035304], [0.437465, 0.070438, 7.749336], [-1.849919, -0.107261, 5.010260], [-0.734830, 4.899998, -2.895969], [-1.470848, 3.974373, -1.940439], [-0.503608, 3.088153, -1.171971], [-2.375918, 3.156961, -2.678132], [-0.169131, 4.326830, -3.639096], [-1.444212, 5.523079, -3.451026], [-0.041672, 5.553454, -2.357091], [-2.064499, 4.568099, -1.236871], [0.070297, 2.450744, -1.853981], [-1.048020, 2.418787, -0.497283], [0.196503, 3.687274, -0.581415], [-1.857613, 2.626189, -3.305556], [2.742745, 0.252407, -3.028214], [3.826968, 0.712011, -3.989861], [4.235715, -0.403565, -4.938490], [4.965421, 1.141455, -3.247559], [3.095612, -0.579394, -2.408243], [2.467326, 1.061731, -2.343610], [1.846910, -0.069767, -3.568162], [3.467872, 1.571863, -4.565749], [4.641514, -1.258635, -4.386242], [5.025268, -0.062203, -5.616514], [3.384646, -0.745434, -5.535704], [5.291084, 0.384373, -2.732979]], "atomic_forces_ev_per_a": [[-2.88, -5.15, -0.38], [0.49, 1.40, -1.08], [1.71, -0.28, -0.52], [-1.51, 1.59, -1.79], [0.49, -0.88, 1.44], [0.35, 0.96, 1.42], [0.74, -0.63, 1.01], [0.65, -0.64, -1.85], [0.87, 0.66, 1.95], [0.00, 1.53, 0.73], [-1.01, 1.43, -0.82], [-0.30, -0.42, -0.09], [-0.18, 0.53, 0.61], [0.40, 0.07, -0.21], [-0.11, 0.09, -0.82], [0.27, -0.09, 0.10], [0.20, -0.01, 0.01], [-0.12, 0.09, -0.16], [-0.14, 0.09, -0.26], [0.00, -0.21, 0.18], [-0.02, -0.16, 0.08], [-0.10, 0.11, -0.15], [0.21, -0.37, 0.23], [-0.12, -0.33, 0.12], [-0.35, 0.64, 0.32], [0.38, 0.01, -0.02], [-0.19, 0.29, -0.14], [0.17, 0.03, 0.04], [0.14, 0.07, 0.06], [-0.09, 0.04, -0.11], [-0.11, 0.06, -0.22], [-0.06, -0.13, 0.10], [-0.08, -0.08, 0.12], [-0.05, 0.06, -0.12], [0.25, -0.31, 0.15], [-0.16, 0.34, -0.06], [0.77, -0.03, -0.18], [-0.08, -0.09, 0.34], [-0.47, -0.51, -0.30], [0.08, -0.05, 0.15], [0.09, -0.05, 0.16], [-0.06, -0.09, -0.12], [-0.11, -0.22, -0.22], [0.06, 0.15, -0.07], [0.05, 0.16, -0.01], [-0.05, -0.14, -0.08], [-0.04, 0.45, 0.42], [-0.28, 0.22, 0.16], [0.26, -0.59, 0.32], [0.11, 0.05, -0.33], [-0.01, 0.08, 0.04], [-0.01, -0.01, -0.16], [0.02, -0.06, -0.13], [0.06, -0.04, 0.07], [0.22, 0.03, 0.16], [-0.16, 0.06, 0.03], [-0.19, -0.01, 0.08], [0.09, -0.04, 0.02], [-0.12, 0.32, -0.24]], "lowdin_charge": [0.16, -0.28, 0.17, -0.39, 0.72, 0.13, 0.12, 0.17, 0.17, 0.11, -0.05, -0.06, -0.48, -0.07, -0.10, 0.07, 0.08, 0.08, 0.14, 0.07, 0.08, 0.08, 0.08, -0.06, -0.50, -0.06, -0.10, 0.08, 0.08, 0.08, 0.14, 0.08, 0.08, 0.08, 0.10, -0.06, -0.49, -0.06, -0.08, 0.08, 0.08, 0.09, 0.15, 0.06, 0.08, 0.09, 0.04, -0.08, -0.50, -0.06, -0.05, 0.08, 0.08, 0.04, 0.14, 0.08, 0.09, 0.07, 0.10], "gap_ev": 5.97, "e_homo_ev": -11.95, "lumo_energy_ev": -5.97, "total_charge": 1}

=====

{"formula": "C2HBr2OS", "method": "ωB97M-V with the def2-TZVPD basis set", "elements": ["C", "C", "O", "S", "Br", "Br", "H"], "positions_angstrom": [[1.397019, -0.214488, -0.961395], [-0.696209, 0.186989, 0.571157], [1.170899, 0.529646, -1.806011], [2.018999, -1.271843, -0.091696], [-1.756086, -1.510063, 1.066817], [-1.791272, 1.581782, -0.343410], [-0.343348, 0.697975, 1.564541]], "atomic_forces_ev_per_a": [[-1.55, 1.96, -1.49], [1.34, 0.46, 0.69], [-0.45, 1.04, -0.92], [1.98, -3.18, 2.60], [0.17, 0.93, 0.06], [-0.27, -0.20, 0.40], [-1.22, -1.01, -1.34]], "lowdin_charge": [-1.03, -1.14, 0.04, 0.72, 0.20, 0.27, -0.06], "gap_ev": 6.16, "de_lowest_kcal_mol": 36.7, "e_homo_ev": -2.90, "lumo_energy_ev": 3.26, "total_charge": -1}

=====

{"formula": "C5H6LiO4Tb", "method": "ωB97M-V with the def2-TZVPD basis set", "elements": ["O", "C", "O", "O", "C", "C", "Li", "H", "H", "H", "Tb", "C", "C", "O", "H", "H", "H"], "positions_angstrom": [[-0.601278, 0.992959, -2.341048], [-0.813090, 0.072272, -1.590519], [-1.667939, -0.788859, -1.459855], [0.266504, 0.016103, -0.520670], [0.186539, -0.836670, 0.396405], [1.014095, -0.792500, 1.592601], [-1.252722, 1.859885, -3.847704], [-0.585308, -1.616843, 0.307434], [1.789978, -0.023937, 1.507077], [1.540856, -1.769259, 1.554716], [-4.028809, -1.434679, -2.159515], [0.176509, -0.649720, 2.910368], [0.657083, -1.507032, 4.049395], [-0.062836, -2.286552, 4.627782], [-0.901419, -0.803914, 2.782787], [1.762179, -1.576952, 4.164690], [0.256217, 0.399200, 3.240591]], "atomic_forces_ev_per_a": [[-0.60, -0.31, -0.21], [2.00, 0.95, 0.52], [-2.57, -1.18, -0.50], [-0.43, 0.52, -0.75], [-0.44, -0.49, 1.28], [0.83, -0.01, -0.32], [0.62, 0.55, -0.18], [0.26, 0.23, 0.03], [-0.21, -0.09, -0.02], [-0.15, 0.01, 0.30], [0.75, -0.15, 0.47], [-0.79, 1.24, -0.07], [0.23, -2.57, -0.07], [0.46, 1.30, -0.43], [0.17, -0.28, -0.10], [-0.22, 0.46, 0.34], [0.11, -0.17, -0.29]], "lowdin_charge": [0.06, -0.60, -0.18, 0.20, 0.01, -0.08, 0.90, 0.17, 0.16, 0.18, 2.00, -0.10, -0.24, 0.11, 0.12, 0.15, 0.14], "gap_ev": [5.09, 4.27], "de_lowest_kcal_mol": 0.0, "e_homo_ev": [-17.41, -17.41], "multiplicity": 8, "lumo_energy_ev": [-12.32, -13.14], "total_charge": 3}

=====

no.,calculated total energy (eV)
1,-64114.498
2,-37583.051
3,-155057.851
4,-36080.811